Entry from the OMol25 dataset: C23H20AuN3O8SSi as an isolated structure in a non-equilibrium geometry (the ωB97M-V functional and the def2-TZVPD basis).

The geometry in ORCA input format:
```
! wB97M-V def2-TZVPD RIJCOSX def2/J DEFGRID3
* xyz -1 4
C 3.169 0.832 -0.799
O 0.761 6.658 -1.240
H -5.527 -0.993 1.399
H 3.736 -2.952 -1.196
C -4.910 -1.082 0.519
H 2.702 -1.980 -2.281
H -2.743 -1.557 -2.576
C -0.630 0.793 -2.969
H 2.842 1.636 -0.149
C -3.351 -1.469 -1.675
C -2.763 -1.601 -0.413
S -0.061 0.141 -4.374
C -0.869 -4.158 2.318
H 4.459 -1.634 -1.960
H 2.627 0.916 -1.762
C -1.911 2.355 -1.573
C -1.483 -3.581 1.227
C 0.669 2.587 1.233
C 0.587 -2.228 0.755
C 0.420 -3.753 2.735
H 2.074 -2.518 2.304
O -1.175 0.859 0.656
O -1.441 -1.830 -0.433
Si 2.973 -0.937 -0.050
C 1.159 3.856 0.899
H -3.062 -1.326 1.655
H 4.262 0.791 -1.020
O 2.249 2.298 2.875
H 1.967 4.343 1.374
H -5.142 -0.963 -2.846
C -0.829 -2.554 0.499
C 0.578 4.675 -0.022
C -5.520 -0.962 -0.780
H 5.101 -1.101 0.925
O 1.942 6.366 0.548
H 3.862 -0.618 2.346
C -4.685 -1.138 -1.882
C 1.104 -2.838 1.974
N 1.414 1.833 2.004
Au 0.283 -0.204 -1.517
C 3.537 -1.940 -1.502
O -1.363 1.895 -2.798
C -0.964 2.954 -0.725
N 1.113 5.968 -0.257
H -2.501 -3.728 0.891
C 4.091 -1.217 1.402
C -0.437 4.208 -0.956
O -3.044 2.258 -1.343
H -1.486 -4.900 2.826
C -3.517 -1.337 0.670
H -0.846 4.941 -1.726
N 1.267 -1.383 -0.005
O 1.365 0.494 1.926
H 4.101 -2.251 1.656
H -6.568 -0.713 -0.847
C -0.495 1.984 0.446
H 0.908 -4.195 3.612
*
```

Properties
⟨S²⟩ ... 3.844
Total energy ... -2477.74021 Ha
Orbital gap (alpha / beta) ... 4.347 / 4.418 eV

These are the Löwdin partial charges, in e, on atoms 1 to 2:
1 C -0.162
2 O 0.000